Below is a 7-piece molecular cluster, C31H75BN2O22S6 overall in a non-equilibrium geometry, with properties calculated with wB97M-V/def2-TZVPD.

Its SMILES is NCCCC[C@@]1(CB(O)O)CC(=O)N[C@H]1CCCCO.CCOS(C)(=O)=O.CCOS(C)(=O)=O.CCOS(C)(=O)=O.CCOS(C)(=O)=O.CCOS(C)(=O)=O.CCOS(C)(=O)=O.

Cartesian coordinates (Å):
N  4.055675  -3.563046  2.583902
C  3.511460  -3.419770  1.220255
C  1.990485  -3.330801  1.209815
C  1.397577  -2.069998  1.875806
C  0.406170  -1.318592  0.957064
C  0.948102  0.010886  0.396686
C  1.423418  0.996953  1.476635
B  0.582812  1.128113  2.814943
O  -0.787696  0.915693  2.836514
O  1.223704  1.537352  3.982064
C  2.082928  -0.356324  -0.592373
C  1.369077  -0.803504  -1.845130
O  1.860519  -1.350603  -2.848122
N  0.023769  -0.415786  -1.719969
C  0.025286  0.644812  -0.668288
C  -1.323452  1.224380  -0.291172
C  -1.797212  2.362317  -1.231618
C  -2.428076  3.555044  -0.487962
C  -1.455294  4.692864  -0.204367
O  -0.537825  4.399709  0.850762
H  5.001638  -3.212208  2.607212
H  3.534612  -3.005782  3.246706
H  3.974967  -2.580933  0.689679
H  3.790257  -4.318213  0.657243
H  1.670640  -3.349428  0.164587
H  1.596401  -4.243944  1.670705
H  2.233703  -1.411753  2.155078
H  0.897289  -2.335476  2.814829
H  -0.528748  -1.140232  1.499170
H  0.129888  -1.968888  0.129197
H  2.441611  0.718705  1.780611
H  1.537537  1.986334  1.016562
H  -1.039952  0.061120  3.181705
H  1.970337  0.997536  4.209082
H  2.831408  -1.076321  -0.258010
H  2.639365  0.545583  -0.880230
H  -0.321720  -0.106845  -2.620461
H  0.623775  1.476631  -1.074021
H  -2.087376  0.436713  -0.319723
H  -1.269874  1.591618  0.732346
H  -2.529530  1.961437  -1.936543
H  -0.947520  2.748069  -1.809147
H  -2.865987  3.218487  0.455934
H  -3.247038  3.978035  -1.084510
H  -0.897710  4.942290  -1.114627
H  -2.010491  5.592439  0.087282
H  0.297523  4.160077  0.467507
C  -5.522374  -0.299185  4.582350
C  -4.571284  -0.839423  5.629409
O  -4.283106  -2.254194  5.454608
S  -3.265910  -2.653214  4.312966
C  -2.996061  -4.318021  4.791074
O  -2.063449  -1.883489  4.473578
O  -3.933923  -2.614340  3.048182
H  -5.066037  -0.284188  3.594429
H  -5.804704  0.720114  4.844265
H  -6.423229  -0.909158  4.526491
H  -3.629124  -0.290796  5.647476
H  -5.008744  -0.786650  6.623333
H  -2.516105  -4.325928  5.762954
H  -2.344257  -4.759618  4.040772
H  -3.955076  -4.827975  4.816787
C  6.817050  -6.913275  -2.788688
C  6.796108  -5.501432  -3.335462
O  5.472848  -5.071831  -3.736465
S  4.466676  -4.645295  -2.584946
C  3.267268  -3.851259  -3.590607
O  5.120197  -3.682416  -1.747531
O  3.903010  -5.815517  -1.983103
H  6.288429  -6.982591  -1.839897
H  7.850122  -7.224829  -2.633463
H  6.342792  -7.600442  -3.488372
H  7.195856  -4.782320  -2.619677
H  7.383063  -5.426265  -4.247871
H  3.720004  -2.981021  -4.054770
H  2.456407  -3.543075  -2.934703
H  2.914157  -4.561819  -4.332727
C  3.057462  7.180622  -3.729177
C  1.815160  6.428870  -3.307012
O  1.808380  5.042167  -3.749060
S  2.706512  4.014902  -2.945512
C  1.988247  2.540479  -3.567538
O  2.396601  4.135829  -1.549230
O  4.065838  4.113614  -3.371882
H  3.942314  6.813644  -3.211859
H  2.928994  8.236307  -3.493594
H  3.229735  7.081950  -4.800986
H  1.671759  6.454573  -2.226510
H  0.924590  6.854912  -3.762868
H  0.955172  2.504994  -3.231245
H  2.558073  1.716186  -3.141635
H  2.050226  2.521666  -4.651427
C  0.903684  12.660059  -6.305816
C  -0.304148  11.821384  -5.947322
O  -0.245683  10.482351  -6.504272
S  0.700769  9.436707  -5.785424
C  0.071598  7.984616  -6.551079
O  0.390244  9.426244  -4.385894
O  2.054244  9.641509  -6.197237
H  1.807507  12.285689  -5.828922
H  0.739060  13.686103  -5.977354
H  1.065218  12.656300  -7.383072
H  -0.441932  11.745317  -4.868475
H  -1.213320  12.239730  -6.372107
H  -0.964633  7.851988  -6.254566
H  0.683712  7.156371  -6.199912
H  0.164690  8.092207  -7.627808
C  0.475753  -7.850248  7.321734
C  1.143583  -6.544482  6.943957
O  2.235361  -6.715372  6.013892
S  1.872375  -6.977490  4.486968
C  3.463188  -6.661741  3.830147
O  0.940446  -5.969833  4.066034
O  1.518564  -8.352915  4.314025
H  -0.049093  -8.290689  6.475939
H  -0.243015  -7.670766  8.121849
H  1.215980  -8.570065  7.668294
H  0.435475  -5.833053  6.521799
H  1.607368  -6.077384  7.809730
H  3.706408  -5.615531  3.988908
H  3.416542  -6.867706  2.763235
H  4.173511  -7.325608  4.315207
C  -6.288330  -3.557656  0.956572
C  -6.265585  -2.246634  0.206211
O  -7.562906  -1.873836  -0.333093
S  -8.622938  -1.283997  0.684659
C  -9.741118  -0.633648  -0.505291
O  -8.012714  -0.218428  1.422104
O  -9.257898  -2.347824  1.399206
H  -6.872191  -3.478774  1.871959
H  -5.269193  -3.827195  1.227372
H  -6.723793  -4.350966  0.348742
H  -5.901744  -1.433363  0.834471
H  -5.622454  -2.303879  -0.668771
H  -9.242871  0.156413  -1.058673
H  -10.589646  -0.240280  0.049027
H  -10.056175  -1.439641  -1.161421

Forces on the atoms, in the same order (eV/Å):
N -0.1 0.0 -0.1
C 0.1 -0.5 0.1
C 0.1 0.0 0.0
C 0.1 0.0 -0.1
C -0.4 0.2 0.6
C 0.4 -0.4 -0.5
C 0.1 -0.4 -0.1
B -0.2 0.2 0.2
O 0.6 0.4 -0.2
O -1.1 -0.3 -0.2
C 0.4 -0.2 0.1
C 0.1 -0.8 -1.5
O -1.0 1.1 1.9
N 1.1 0.8 -0.3
C 0.0 0.0 0.0
C -0.4 -0.2 -0.3
C 0.0 0.0 0.4
C 0.0 0.1 -0.2
C 0.0 0.1 0.1
O -0.6 0.0 0.1
H 0.2 0.0 0.0
H -0.1 0.2 0.0
H -0.2 0.1 0.0
H 0.0 0.2 0.0
H 0.1 -0.1 0.0
H 0.0 0.1 0.0
H -0.2 0.0 0.0
H 0.1 0.0 -0.1
H 0.1 0.1 -0.1
H 0.0 0.0 0.0
H 0.0 0.1 -0.1
H 0.0 0.1 0.1
H -0.4 -0.3 0.5
H 0.8 0.0 0.0
H -0.2 0.0 0.0
H 0.0 0.0 0.1
H -0.4 -0.3 0.0
H -0.1 0.2 0.2
H 0.2 0.0 0.3
H 0.0 0.0 -0.1
H 0.1 0.0 -0.1
H 0.0 -0.1 -0.1
H 0.0 0.0 0.0
H 0.1 -0.1 0.0
H -0.1 0.0 0.0
H 0.1 -0.2 0.1
H 0.6 -0.1 -0.3
C 0.1 -0.2 -0.1
C -0.1 0.3 0.1
O 0.0 -0.1 0.0
S -0.1 0.2 0.0
C 0.0 0.0 0.0
O 0.1 0.0 -0.1
O 0.1 -0.1 -0.2
H 0.0 0.0 0.0
H 0.0 0.0 0.0
H 0.0 0.0 0.0
H 0.0 -0.1 0.0
H 0.0 -0.1 0.0
H 0.0 0.0 0.1
H 0.0 0.0 0.0
H 0.0 0.0 0.0
C -0.1 0.0 0.0
C 0.2 0.0 0.0
O 0.0 -0.1 0.0
S -0.1 0.2 -0.2
C 0.0 -0.2 0.0
O 0.1 0.0 0.2
O 0.0 0.0 0.1
H 0.0 0.0 0.0
H 0.0 0.0 0.0
H 0.0 0.0 0.0
H -0.1 0.0 0.0
H 0.0 0.0 -0.1
H 0.0 0.0 0.0
H 0.1 0.0 0.0
H 0.0 0.0 0.0
C 0.1 -0.1 0.0
C -0.1 0.3 0.1
O 0.0 0.0 -0.1
S -0.1 0.1 -0.1
C -0.1 -0.1 0.0
O 0.0 0.0 0.2
O 0.0 0.0 0.1
H 0.0 0.0 0.0
H 0.0 0.0 0.0
H 0.0 0.0 0.0
H 0.0 -0.1 0.0
H 0.0 0.0 0.0
H 0.0 0.0 0.0
H 0.0 0.0 0.0
H 0.1 0.0 0.0
C 0.1 -0.1 0.0
C -0.1 0.3 0.1
O 0.0 0.0 -0.1
S -0.1 0.0 -0.1
C 0.0 0.0 0.0
O 0.1 -0.1 0.1
O 0.1 0.0 0.0
H 0.0 0.0 0.0
H 0.0 0.0 0.0
H 0.0 0.0 0.0
H 0.0 -0.1 0.0
H 0.0 -0.1 -0.1
H 0.0 0.0 0.0
H 0.0 0.0 0.0
H 0.0 0.0 0.0
C 0.1 0.0 -0.1
C -0.2 0.1 0.2
O 0.1 -0.1 0.0
S 0.0 0.0 0.1
C 0.0 0.0 0.0
O 0.0 0.0 -0.1
O 0.0 0.0 -0.1
H 0.0 0.0 0.0
H 0.0 0.0 0.0
H 0.0 0.0 0.0
H 0.0 0.0 -0.1
H 0.1 0.0 0.0
H 0.0 0.0 -0.1
H 0.0 0.0 0.0
H 0.0 0.0 0.0
C -0.2 -0.1 0.0
C 0.4 0.0 0.1
O -0.1 -0.1 0.0
S 0.1 0.0 -0.1
C 0.0 0.0 0.0
O 0.0 0.1 0.1
O -0.1 0.0 0.0
H 0.0 0.0 0.0
H 0.0 0.0 0.0
H 0.0 0.0 -0.1
H -0.1 0.0 0.0
H -0.1 0.0 -0.1
H 0.0 0.0 0.0
H 0.0 0.0 0.0
H 0.0 0.0 0.0

Here are the Löwdin charges for atoms 1 to 5, given in e:
1. N 0.01
2. C -0.28
3. C -0.18
4. C -0.16
5. C -0.12

***

Below is an isolated molecule of C4H9NO, with properties calculated with wB97M-V/def2-TZVPD.

Its SMILES is CC(=O)N(C)C. For the relative energy (zero: lowest compared OMol25 entry of this formula, charge and spin), the calculation gives 29.2 kcal per mole.

Cartesian coordinates (Å):
C  -0.836672  1.436828  -0.593065
C  0.539952  1.077793  -0.083571
O  1.530599  1.722566  -0.331163
N  0.643066  -0.214869  0.504295
C  -0.492661  -0.699860  1.274407
C  1.044057  -1.140265  -0.551184
H  -0.841651  2.425472  -1.050041
H  -1.617192  1.352278  0.166615
H  -1.040922  0.676480  -1.366314
H  -0.149014  -1.522467  1.911657
H  -0.861866  0.090686  1.935114
H  -1.335040  -1.072223  0.665069
H  1.087376  -2.159905  -0.158100
H  2.022021  -0.850038  -0.939143
H  0.307947  -1.122478  -1.384576

Forces on the atoms, in the same order (eV/Å):
C 0.0 0.1 0.0
C 0.1 0.0 -0.2
O -0.4 -0.2 0.1
N 0.0 0.1 0.0
C -0.1 0.0 0.1
C 0.1 -0.2 -0.2
H 0.0 -0.1 0.1
H 0.1 0.1 -0.1
H -0.1 0.3 0.2
H -0.1 0.1 -0.1
H 0.1 -0.1 -0.1
H 0.1 0.1 0.0
H 0.1 0.2 0.0
H -0.1 -0.1 0.0
H 0.3 -0.2 0.2

Here are the natural (NBO) charges for atoms 1 to 5, given in e:
1. C -0.73
2. C 0.71
3. O -0.54
4. N -0.49
5. C -0.42

***

Below is C5H9AsNO as an isolated structure in a non-equilibrium geometry, with properties calculated with wB97M-V/def2-TZVPD.

The total charge is -1.

Cartesian coordinates (Å):
O  -1.516115  2.086810  -0.885763
As  0.099809  1.323407  -1.491418
C  0.056009  -0.083900  0.000846
C  0.947030  -0.030473  1.053025
C  0.856976  -1.045789  1.976976
C  -0.044103  -2.071345  1.884803
N  -0.928723  -2.125403  0.889542
C  -0.829243  -1.136569  0.008111
H  -2.168209  1.829971  -1.545969
H  -0.688857  0.293374  -2.395788
H  0.185314  2.308702  -2.716274
H  0.931506  2.286600  -0.570801
H  1.467138  0.673897  -1.970298
H  1.673107  0.770456  1.139058
H  1.554566  -1.053652  2.815777
H  -0.053956  -2.863041  2.628244
H  -1.542249  -1.163046  -0.820070

Forces on the atoms, in the same order (eV/Å):
O -0.2 0.2 0.1
As 1.0 -0.6 -0.6
C 0.4 0.8 0.1
C -0.5 -0.2 -0.4
C 1.6 0.1 1.5
C -0.4 -0.1 -0.3
N 0.1 -0.3 0.2
C -1.0 -0.1 -1.0
H -0.1 0.0 0.0
H -0.3 -0.1 0.0
H -0.1 0.2 0.1
H -0.3 0.1 0.3
H 0.0 -0.1 0.0
H 0.0 0.1 0.0
H -0.1 0.0 0.0
H -0.1 0.0 0.0
H 0.0 -0.1 0.1

Here are the natural (NBO) charges for atoms 1 to 5, given in e:
1. O -1.09
2. As 0.94
3. C -0.30
4. C -0.20
5. C -0.27

***

Below is an isolated molecule of C4H7NO, with properties calculated with wB97M-V/def2-TZVPD.

For the relative energy (zero: lowest compared OMol25 entry of this formula, charge and spin), the calculation gives 86.4 kcal per mole.

Cartesian coordinates (Å):
C  1.909644  0.148149  0.092677
C  0.495300  -0.111362  -0.316578
C  -0.503617  -0.583098  0.586934
N  -1.854935  -0.497939  0.430687
C  -2.208282  0.552562  -0.336131
O  -1.475652  1.291354  -1.006364
H  2.100710  1.229775  0.035915
H  2.096591  -0.163344  1.123113
H  2.631040  -0.326906  -0.577810
H  0.246072  -0.020430  -1.366463
H  -0.013212  -1.531409  0.011763
H  -0.134836  -0.752751  1.607843
H  -3.288819  0.765398  -0.285588

Forces on the atoms, in the same order (eV/Å):
C -0.1 -0.1 0.1
C 0.1 -0.4 0.0
C 0.2 0.4 0.3
N 0.0 0.1 0.0
C -0.2 0.0 -0.1
O -0.1 0.0 0.0
H -0.2 -0.2 0.0
H 0.0 0.0 -0.1
H -0.1 0.0 0.1
H -0.1 0.0 0.2
H 0.5 0.1 -0.3
H -0.1 0.0 -0.1
H 0.1 0.0 0.0

Here are the natural (NBO) charges for atoms 1 to 5, given in e:
1. C -0.68
2. C 0.05
3. C -0.17
4. N -0.63
5. C 0.48

***

Below is C12H25N5O2PPt as an isolated structure in a non-equilibrium geometry, with properties calculated with wB97M-V/def2-TZVPD.

The total charge is +1.

Cartesian coordinates (Å):
Pt  1.250098  1.053015  -0.286902
N  3.161698  2.462415  -1.041402
N  2.880198  3.728815  -0.501702
C  1.790598  3.908015  0.402598
O  1.450998  5.041515  0.646498
O  1.291198  2.851315  0.892498
H  3.918398  2.006315  -0.520302
H  3.428798  2.513815  -2.022402
H  3.130198  4.552915  -1.034402
C  -3.909802  -0.011185  -1.947502
N  -2.799702  -0.944685  -2.001702
C  -2.867602  -1.872585  -0.887702
N  -2.839602  -1.152085  0.371298
C  -3.964102  -0.235785  0.422798
N  -3.915402  0.705515  -0.682702
C  -2.842302  1.643215  -0.562302
P  -1.137702  0.790215  -0.619602
C  -1.522402  -0.299985  -2.108302
C  -1.583202  -0.534185  0.662498
H  -4.844502  -0.570585  -2.047502
H  -3.828802  0.702015  -2.772602
H  -2.027902  -2.567285  -0.943202
H  -3.804402  -2.434385  -0.948202
H  -3.956002  0.306915  1.369798
H  -4.884802  -0.820185  0.353498
H  -2.915402  2.169515  0.393998
H  -2.902002  2.382315  -1.366402
H  -0.745102  -1.065085  -2.200702
H  -1.508902  0.325315  -3.006002
H  -1.630302  -0.051785  1.643998
H  -0.785602  -1.286185  0.675198
C  4.013998  -1.286485  1.062198
C  2.473598  -1.407985  1.104398
C  2.100598  -2.889685  1.295498
C  1.973598  -0.576885  2.305398
C  1.866398  -0.899885  -0.145602
H  4.438598  -1.756385  1.945598
H  4.307098  -0.238785  1.052898
H  4.420798  -1.775485  0.181798
H  2.473798  -3.251485  2.250498
H  2.533298  -3.495985  0.502098
H  1.019998  -3.020585  1.282898
H  2.610498  -0.757385  3.166998
H  0.953498  -0.845585  2.568298
H  2.007498  0.496515  2.068498
H  1.720098  -1.591085  -0.974602

Forces on the atoms, in the same order (eV/Å):
Pt 0.9 -0.2 1.3
N -0.3 -1.2 0.9
N -0.1 0.3 0.4
C 0.6 1.9 -1.2
O 0.2 0.0 0.0
O -1.3 -2.4 -0.5
H 0.0 0.5 -0.4
H -0.4 -0.1 0.1
H 0.1 -0.3 0.0
C 0.1 -0.1 -0.1
N -0.3 -0.5 -0.7
C 0.0 0.3 0.0
N -0.5 -0.9 0.7
C 0.1 -0.2 0.1
N 0.0 0.3 0.0
C 0.2 1.4 0.2
P 0.7 -2.5 0.5
C 0.6 0.5 -0.2
C 0.2 0.6 -0.2
H 0.1 0.1 0.0
H -0.1 -0.1 0.1
H 0.0 0.0 0.0
H 0.1 0.0 0.0
H 0.0 0.0 0.0
H 0.0 0.1 0.0
H 0.1 0.0 -0.1
H 0.1 -0.1 0.1
H 0.1 0.2 0.0
H 0.1 -0.1 0.0
H 0.1 -0.1 0.0
H -0.1 0.1 0.0
C 0.0 0.3 -0.7
C -0.5 0.0 0.8
C -0.1 0.1 -0.4
C 0.1 0.3 -0.2
C -1.4 2.4 -1.2
H -0.2 -0.1 0.1
H 0.1 0.1 0.0
H 0.2 -0.1 -0.1
H 0.0 0.1 0.1
H 0.0 -0.1 0.0
H -0.1 -0.1 0.0
H 0.0 0.0 0.1
H -0.1 0.0 0.0
H 0.0 -0.2 0.3
H 0.3 -0.4 0.1

Here are the natural (NBO) charges for atoms 1 to 5, given in e:
1. Pt 0.75
2. N -0.64
3. N -0.54
4. C 0.86
5. O -0.60

***

Computed values of orbital gap (unit: eV) for the preceding records, in sequence: 9.58; 10.11; 7.65; 8.60; 6.19.
Computed values of DFT total energy (unit: a.u.) for the preceding records, in sequence: -5404.99535; -287.78593; -2561.58568; -286.49395; -1356.81120.